Density functional theory data (wB97M-V/def2-TZVPD) for 2 unconnected molecules or ions with the total composition C4H12S at a distorted geometry.

Values from the calculation:
- SMILES: CSC.CC
- DFT total energy: -557.6955 a.u.

Each line ends with the Löwdin charge.
Atoms and positions in Å:
C 0.690 -1.976 -2.149  -0.351
S 0.521 -0.253 -1.480  0.735
C 1.876 0.688 -1.963  -0.536
H 1.763 -2.081 -2.228  0.027
H 0.211 -2.487 -1.452  -0.042
H 0.320 -2.171 -3.161  0.043
H 2.469 0.887 -1.130  -0.018
H 1.729 1.740 -2.380  0.054
H 2.566 0.186 -2.812  0.097
C -1.582 -0.003 2.129  -0.229
C -1.262 1.409 2.654  -0.181
H -0.811 -0.773 1.831  0.062
H -2.486 -0.568 2.728  0.105
H -2.263 0.123 1.318  0.022
H -0.677 1.531 3.526  0.024
H -0.756 1.937 1.689  0.110
H -2.309 1.812 2.879  0.080